Formula: C58H130F16N18O40S16
Source: the Open Molecules 2025 dataset
Level of theory: the ωB97M-V functional and the def2-TZVPD basis

Structure (XYZ):
```
278
Properties=species:S:1:pos:R:3:lowdin_charge:R:1
C 28.6921 -4.5953 15.9803 0.038
C 29.7349 -4.7605 14.8634 -0.322
O 30.8815 -5.0990 15.0754 0.159
N 29.1937 -4.8317 13.4349 0.077
H 29.4392 -5.7943 13.2526 0.178
H 28.1858 -4.8214 13.3717 0.045
C 29.8432 -3.9414 12.4635 0.014
H 28.1619 -5.5454 16.0472 0.092
H 28.0407 -3.7768 15.6740 0.070
H 29.2561 -4.5976 16.9131 0.068
H 30.8270 -4.3161 12.1811 0.113
H 29.8839 -2.9111 12.8171 0.084
H 29.2148 -3.9537 11.5729 0.096
C 28.4675 -2.6373 24.7082 0.023
C 28.9410 -2.3244 26.1232 -0.306
O 29.9839 -1.6980 26.3238 0.124
N 27.9481 -2.7240 27.2986 0.072
H 27.3327 -1.9244 27.2541 0.049
H 27.6170 -3.6548 27.0885 0.165
C 28.7275 -2.7333 28.6289 0.053
H 27.5553 -2.0857 24.4809 0.081
H 28.1443 -3.6783 24.7094 0.080
H 29.2517 -2.5039 23.9630 0.070
H 29.0710 -1.6991 28.6513 0.103
H 29.3655 -3.6043 28.4788 0.114
H 27.9180 -2.7756 29.3576 0.106
C 28.5966 1.7352 24.5540 0.027
C 29.0259 1.3985 23.1643 -0.345
O 28.4159 0.5160 22.5792 0.133
N 30.0703 2.3451 22.5241 0.106
H 29.7153 2.8862 21.7486 0.048
H 30.3940 3.0411 23.1805 0.167
C 31.2329 1.5350 21.9119 0.028
H 28.5079 0.7473 25.0060 0.078
H 27.6026 2.1805 24.5122 0.107
H 29.2595 2.3960 25.1125 0.097
H 31.0030 0.8035 21.1372 0.080
H 31.6986 1.1296 22.8101 0.087
H 31.8742 2.2547 21.4032 0.110
C 31.2137 -3.3959 21.6720 0.028
C 31.9571 -2.3829 22.4619 -0.327
O 31.4319 -1.6042 23.2404 0.123
N 33.3889 -2.2329 21.9380 0.059
H 33.8767 -3.1022 22.1007 0.175
H 33.3226 -2.0637 20.9445 0.038
C 34.2571 -1.1770 22.5322 0.037
H 30.8303 -3.1898 20.6727 0.093
H 30.2884 -3.6675 22.1802 0.073
H 31.8745 -4.2610 21.6166 0.112
H 33.7465 -0.2374 22.3210 0.091
H 35.1887 -1.4631 22.0438 0.121
H 34.3020 -1.4012 23.5979 0.108
C 19.7717 4.9059 18.8653 0.043
C 19.4493 3.7913 19.9258 -0.322
O 19.2543 4.0004 21.1131 0.137
N 19.0399 2.5082 19.2358 0.106
H 18.2015 2.7399 18.7224 0.172
H 19.7082 2.2934 18.5096 0.067
C 18.7205 1.3784 20.3242 0.070
H 20.6558 5.4419 19.2107 0.101
H 19.0262 5.6895 18.7308 0.100
H 20.0562 4.4647 17.9100 0.070
H 18.1720 0.5401 19.8949 0.083
H 18.1568 1.8017 21.1556 0.096
H 19.7265 1.0368 20.5677 0.090
C 24.7101 3.6145 10.7092 0.011
C 23.9691 3.1192 12.0058 -0.401
C 24.3401 1.6450 12.1989 -0.138
C 25.8041 1.5535 12.6494 -0.136
C 25.9443 2.3231 13.9871 -0.124
C 25.6427 3.7988 14.0199 -0.448
N 24.4337 4.0659 13.1400 0.156
O 23.7026 5.2436 13.3247 0.149
C 26.8167 4.5230 13.4697 0.013
C 25.2105 4.1803 15.4569 0.018
C 22.4582 3.1070 11.9691 -0.017
H 24.5655 3.1247 9.7463 0.108
H 25.7710 3.8443 10.8079 0.087
H 24.3625 4.5784 10.3375 0.087
H 24.3201 1.1148 11.2467 0.137
H 23.7906 1.0001 12.8846 0.125
H 26.4886 1.7506 11.8244 0.119
H 26.1085 0.5290 12.8634 0.118
H 26.9368 2.2239 14.4267 0.127
H 25.3481 1.7307 14.6811 0.109
H 27.4176 4.9201 14.2879 0.114
H 26.4657 5.3373 12.8358 0.097
H 27.5595 3.9787 12.8866 0.108
H 24.4996 3.4829 15.9001 0.055
H 24.7112 5.1486 15.4927 0.090
H 26.0752 4.1897 16.1204 0.100
H 22.0579 3.9824 11.4577 0.094
H 22.1488 3.0438 13.0123 0.073
H 22.0864 2.1898 11.5123 0.105
C 20.7830 -6.2276 27.0857 0.023
C 20.8828 -5.2829 25.8308 -0.434
C 21.8376 -5.9572 24.7842 -0.092
C 21.2679 -7.3434 24.2705 -0.152
C 19.8785 -7.1574 23.6830 -0.107
C 18.8108 -6.2913 24.5017 -0.405
N 19.5364 -5.1722 25.2046 0.145
O 18.6638 -4.3487 25.9284 0.140
C 18.0471 -7.2347 25.4830 0.022
C 17.8400 -5.6964 23.4916 -0.030
C 21.4292 -3.8971 26.1579 -0.007
H 21.7682 -6.1778 27.5492 0.107
H 20.4959 -7.2767 27.0139 0.082
H 20.0725 -5.7615 27.7684 0.098
H 22.8157 -5.9993 25.2632 0.129
H 21.9529 -5.3158 23.9104 0.106
H 21.3150 -8.0731 25.0789 0.106
H 21.9997 -7.6448 23.5211 0.124
H 19.4952 -8.1406 23.4102 0.129
H 20.1439 -6.6501 22.7554 0.119
H 17.9926 -8.1997 24.9793 0.104
H 17.0634 -6.8517 25.7546 0.101
H 18.4889 -7.3571 26.4719 0.074
H 17.1626 -4.9622 23.9277 0.083
H 17.1907 -6.4579 23.0595 0.110
H 18.3383 -5.1744 22.6747 0.074
H 22.4659 -3.9107 26.4942 0.106
H 20.7608 -3.2798 26.7581 0.075
H 21.4693 -3.1982 25.3223 0.078
C 22.5347 -3.0654 18.1034 0.025
C 21.4166 -3.2571 17.0031 -0.385
C 20.9576 -4.6937 17.0993 -0.151
C 19.7172 -5.1074 16.3856 -0.155
C 18.6111 -4.0285 16.3008 -0.134
C 18.7627 -2.8524 17.2571 -0.399
N 20.2317 -2.4448 17.3849 0.142
O 20.4731 -1.0997 17.7650 0.104
C 18.2611 -3.2389 18.6858 0.030
C 18.0391 -1.6826 16.4908 -0.006
C 21.7002 -2.8029 15.5151 0.052
H 23.5591 -3.3859 17.9140 0.088
H 22.1960 -3.4329 19.0721 0.086
H 22.6639 -1.9929 18.2491 0.065
H 20.7275 -4.9208 18.1403 0.115
H 21.8254 -5.2582 16.7582 0.147
H 19.2403 -6.0048 16.7798 0.122
H 20.0044 -5.3735 15.3684 0.122
H 17.6363 -4.4883 16.4632 0.131
H 18.5692 -3.6759 15.2703 0.116
H 17.2724 -3.6970 18.6583 0.099
H 18.1714 -2.3892 19.3625 0.079
H 18.8652 -4.0661 19.0585 0.088
H 17.0331 -2.0309 16.2566 0.097
H 18.5279 -1.4682 15.5404 0.090
H 17.7745 -0.7650 17.0163 0.078
H 20.8193 -2.7793 14.8736 0.098
H 22.4475 -3.3789 14.9695 0.082
H 22.3052 -1.8968 15.5483 0.085
C 24.4103 -0.3178 21.3810 -0.047
C 25.1626 -1.3341 20.4982 -0.209
C 26.2025 -0.5533 19.7820 -0.126
N 27.1121 -1.3235 18.7543 -0.140
C 28.3415 -1.8353 19.6468 0.045
C 27.5308 -0.4307 17.5826 -0.080
C 26.9029 -0.9186 16.3026 -0.098
C 25.8530 -2.0469 16.7038 -0.099
C 26.4181 -2.5571 18.0616 -0.059
H 23.6766 -0.7428 22.0660 0.052
H 23.9353 0.4324 20.7486 0.066
H 25.1543 0.1459 22.0286 0.071
H 24.5017 -1.8236 19.7829 0.092
H 25.6890 -2.0797 21.0942 0.094
H 26.9126 0.0177 20.3802 0.109
H 25.7601 0.2935 19.2573 0.122
H 27.9330 -2.2266 20.5785 0.078
H 28.9011 -0.9567 19.9678 0.073
H 28.9246 -2.5777 19.1020 0.087
H 28.6080 -0.5840 17.5162 0.117
H 27.5378 0.6270 17.8460 0.118
H 27.6429 -1.4364 15.6924 0.099
H 26.5494 -0.1415 15.6249 0.103
H 25.8062 -2.7845 15.9026 0.072
H 24.8072 -1.7432 16.7512 0.086
H 27.1728 -3.3399 17.9854 0.107
H 25.7374 -3.0116 18.7815 0.077
C 19.1434 -1.3333 28.9602 -0.076
C 19.2809 0.1801 28.7511 -0.226
C 20.2728 0.5834 27.6804 -0.093
N 20.2696 2.1269 27.3605 -0.210
C 20.4413 2.9878 28.6508 0.039
C 18.9226 2.5860 26.7063 -0.057
C 19.2362 2.9273 25.2216 -0.145
C 20.6215 3.3831 25.2793 -0.180
C 21.3190 2.5054 26.3193 -0.080
H 19.9911 -1.5917 29.5948 0.081
H 19.1129 -1.9825 28.0852 0.058
H 18.2437 -1.5511 29.5357 0.081
H 19.6414 0.5442 29.7132 0.111
H 18.3233 0.6563 28.5407 0.106
H 20.3609 -0.0369 26.7884 0.129
H 21.2967 0.5866 28.0542 0.125
H 19.4741 3.0933 29.1423 0.101
H 20.7877 3.9449 28.2609 0.107
H 21.2341 2.6348 29.3103 0.110
H 18.5759 3.4291 27.3038 0.122
H 18.2287 1.7466 26.7499 0.120
H 18.5536 3.5928 24.6930 0.132
H 19.1994 1.9480 24.7445 0.106
H 20.6829 4.4676 25.3693 0.125
H 21.2492 3.3372 24.3894 0.129
H 22.2213 2.8155 26.8465 0.138
H 21.6732 1.6081 25.8118 0.132
N 26.4133 -0.5550 26.8187 -0.299
S 25.0614 -0.4234 26.0478 0.503
O 24.9695 0.7317 25.0964 -0.311
O 23.8339 -0.8060 26.7644 -0.308
F 25.2406 -1.5372 24.8873 -0.204
S 26.0698 0.6929 27.9366 0.582
O 26.0458 0.2993 29.3553 -0.279
O 25.3843 1.9100 27.6265 -0.248
F 27.5554 1.2953 27.8350 -0.207
N 21.1423 1.7205 17.5882 -0.297
S 22.5149 1.8756 17.9839 0.385
O 23.0779 3.2251 18.1137 -0.261
O 23.4134 0.7470 17.7100 -0.279
F 22.2056 1.6642 19.5256 -0.192
S 21.4370 1.4655 15.9740 0.638
O 20.9330 0.1907 15.4669 -0.272
O 22.6787 1.9640 15.3634 -0.279
F 20.3132 2.5053 15.4345 -0.191
N 31.4516 0.6152 13.0502 -0.250
S 30.2882 0.4800 12.1387 0.458
O 29.7327 1.8243 11.7698 -0.339
O 29.2918 -0.6222 12.1003 -0.335
F 31.2147 0.0200 10.9218 -0.202
S 30.6263 0.2884 14.4454 0.588
O 30.6540 -1.0729 14.9159 -0.293
O 29.3437 0.9945 14.6678 -0.329
F 31.5716 1.1435 15.4988 -0.207
N 19.5233 -2.9597 23.1274 -0.267
S 18.6384 -1.7569 23.3153 0.409
O 18.0111 -1.2232 22.1045 -0.300
O 19.0066 -0.7567 24.3370 -0.323
F 17.4468 -2.4106 24.0902 -0.169
S 20.7872 -2.1492 22.3750 0.596
O 21.5129 -1.1586 23.1883 -0.288
O 20.6159 -1.7812 20.9400 -0.316
F 21.8131 -3.3904 22.2700 -0.196
N 33.1513 -1.7849 19.3772 -0.277
S 32.4868 -0.6974 18.6919 0.381
O 31.0036 -0.5388 18.7468 -0.313
O 33.0359 -0.0555 17.5093 -0.225
F 32.8545 0.3658 19.8103 -0.208
S 32.8972 -2.7971 17.9814 0.706
O 33.8391 -2.6441 16.8485 -0.232
O 31.5042 -3.2460 17.7826 -0.267
F 33.6941 -4.0765 18.7321 -0.242
N 26.6251 -4.4260 13.4728 -0.282
S 25.7548 -3.7304 12.4513 0.506
O 24.9849 -2.5067 12.8594 -0.314
O 25.1678 -4.3818 11.2860 -0.262
F 27.0675 -3.1075 11.6106 -0.235
S 25.3025 -5.3402 14.0107 0.583
O 24.6516 -6.2957 13.1456 -0.235
O 24.4722 -4.6554 14.9946 -0.296
F 26.2007 -6.3490 14.8833 -0.189
N 28.8751 3.6432 20.5248 -0.280
S 28.5673 3.7893 19.0754 0.465
O 28.9678 5.0823 18.4839 -0.267
O 27.4619 3.0630 18.4037 -0.294
F 29.7902 2.8133 18.5935 -0.212
S 27.2427 3.9068 20.9137 0.611
O 26.4068 2.7551 21.0309 -0.268
O 26.5936 5.2125 20.6304 -0.248
F 27.4910 4.0821 22.5391 -0.233
N 28.5569 -5.1408 20.8855 -0.272
S 28.5742 -6.2413 19.9825 0.317
O 27.4559 -6.3516 19.0652 -0.294
O 29.1838 -7.4320 20.4636 -0.252
F 29.6814 -5.6298 19.0276 -0.197
S 26.9534 -5.2863 21.4421 0.619
O 26.5363 -6.5553 21.9795 -0.255
O 26.0749 -4.5321 20.5563 -0.299
F 27.1094 -4.3445 22.7589 -0.223
```

Output
Kohn-Sham gap   2.8 eV
Total charge   +2
E_HOMO   -10.884 eV
Calculated total energy   -387770.3522 eV
2S+1   1
Lowest unoccupied orbital energy   -8.127 eV